{"formula": "C4H12O2", "method": "the ωB97M-V functional and the def2-TZVPD basis", "de_lowest_ev": 0.9308, "e_homo_ev": -10.25, "orbital_gap_ev": 10.992, "energy_ha": -310.03872, "lumo_energy_ev": 0.75, "species": ["C", "C", "O", "H", "H", "H", "H", "H", "H", "C", "C", "O", "H", "H", "H", "H", "H", "H"], "positions_angstrom": [[-0.761, 4.215, 1.660], [-1.527, 3.035, 0.999], [-0.839, 1.811, 1.047], [0.306, 4.106, 1.484], [-0.996, 5.166, 1.201], [-0.910, 4.185, 2.731], [-1.666, 3.353, -0.023], [-2.464, 2.957, 1.558], [-1.070, 1.399, 1.882], [0.372, -3.814, -1.867], [1.498, -3.382, -0.947], [2.180, -2.291, -1.560], [0.727, -3.957, -2.898], [0.048, -4.843, -1.657], [-0.470, -3.140, -1.863], [2.195, -4.201, -0.741], [1.008, -3.040, -0.051], [2.369, -1.557, -0.955]]}

***

{"formula": "C4H12O2", "method": "the ωB97M-V functional and the def2-TZVPD basis", "de_lowest_ev": 1.7157, "e_homo_ev": -8.89, "orbital_gap_ev": 9.617, "energy_ha": -310.00987, "lumo_energy_ev": 0.73, "species": ["C", "C", "C", "C", "H", "H", "H", "H", "H", "H", "H", "H", "O", "H", "H", "O", "H", "H"], "positions_angstrom": [[-0.317, 0.615, -2.037], [0.511, -0.124, -1.036], [0.027, -1.087, -0.271], [0.895, -2.206, 0.413], [-1.201, 0.072, -2.191], [0.295, 0.903, -2.993], [-0.633, 1.585, -1.482], [1.605, 0.147, -0.864], [-1.087, -1.180, -0.224], [1.543, -1.614, 1.241], [1.568, -2.722, -0.358], [0.246, -2.952, 0.970], [-1.245, 0.512, 2.205], [-1.255, -0.428, 1.984], [-1.467, 1.065, 1.390], [0.384, 2.404, 0.752], [0.272, 3.246, 1.205], [-0.139, 1.765, 1.295]]}

***

{"formula": "C4H12O2", "method": "the ωB97M-V functional and the def2-TZVPD basis", "de_lowest_ev": 0.3903, "e_homo_ev": -9.51, "orbital_gap_ev": 10.310, "energy_ha": -310.05858, "lumo_energy_ev": 0.80, "species": ["C", "C", "C", "C", "H", "H", "H", "H", "H", "H", "H", "H", "O", "H", "H", "O", "H", "H"], "positions_angstrom": [[-1.239, -1.761, -0.041], [-1.153, -0.497, 0.755], [-0.777, 0.656, 0.237], [-0.713, 1.931, 1.025], [-0.790, -1.682, -1.024], [-2.297, -2.022, -0.157], [-0.797, -2.651, 0.403], [-1.353, -0.575, 1.818], [-0.439, 0.737, -0.787], [-0.805, 1.665, 2.073], [-1.530, 2.572, 0.704], [0.249, 2.372, 0.883], [2.243, -0.181, 0.202], [1.307, -0.083, 0.420], [2.786, -0.421, 0.962], [1.407, 0.086, -2.585], [1.729, -0.231, -1.722], [2.171, 0.084, -3.165]]}

***

{"formula": "C4H12O2", "method": "the ωB97M-V functional and the def2-TZVPD basis", "de_lowest_ev": 1.9398, "e_homo_ev": -10.02, "orbital_gap_ev": 10.891, "energy_ha": -310.00164, "lumo_energy_ev": 0.87, "species": ["C", "C", "C", "O", "H", "H", "H", "H", "H", "H", "H", "H", "C", "O", "H", "H", "H", "H"], "positions_angstrom": [[0.809, -2.014, 1.280], [0.429, -0.540, 0.905], [0.575, 0.351, 2.175], [1.340, -0.127, -0.157], [0.430, -2.672, 0.464], [0.572, -2.475, 2.272], [1.969, -2.112, 1.267], [-0.425, -0.390, 0.228], [1.700, 0.528, 2.393], [-0.089, 1.305, 2.246], [0.356, -0.225, 3.038], [2.190, -0.068, 0.237], [-1.779, 0.481, -1.990], [-1.424, 1.876, -2.071], [-2.162, 0.116, -1.030], [-0.939, -0.123, -2.156], [-2.599, 0.497, -2.775], [-0.535, 1.958, -2.576]]}

***

{"formula": "C4H12O2", "method": "the ωB97M-V functional and the def2-TZVPD basis", "de_lowest_ev": 0.7479, "e_homo_ev": -10.21, "orbital_gap_ev": 11.122, "energy_ha": -310.04544, "lumo_energy_ev": 0.91, "species": ["C", "C", "C", "C", "O", "H", "H", "H", "H", "H", "H", "H", "H", "H", "H", "O", "H", "H"], "positions_angstrom": [[0.287, 1.685, -0.093], [-0.352, 0.308, -0.345], [-1.305, -0.001, -1.491], [-1.910, -1.402, -1.240], [-2.334, 0.956, -1.582], [-0.139, 2.551, -0.619], [0.173, 1.951, 0.972], [1.349, 1.736, -0.387], [-1.057, 0.266, 0.503], [0.460, -0.423, -0.222], [-0.820, -0.064, -2.449], [-1.318, -2.290, -1.440], [-2.901, -1.261, -1.683], [-2.100, -1.450, -0.139], [-2.539, 1.428, -0.775], [4.838, -1.406, 3.292], [5.058, -0.579, 3.701], [4.609, -2.006, 3.998]]}

***

{"formula": "C4H12O2", "method": "the ωB97M-V functional and the def2-TZVPD basis", "de_lowest_ev": 1.3091, "e_homo_ev": [-15.48, -15.01], "orbital_gap_ev": [11.930, 5.635], "total_charge": 1, "s2": 0.76, "multiplicity": 2, "energy_ha": -309.68111, "lumo_energy_ev": [-3.55, -9.37], "species": ["C", "C", "O", "H", "H", "H", "H", "H", "H", "C", "C", "O", "H", "H", "H", "H", "H", "H"], "positions_angstrom": [[1.254, -0.586, -0.984], [0.857, -1.812, -0.121], [0.874, -0.761, -2.279], [0.634, 0.272, -0.502], [2.319, -0.362, -0.974], [-0.164, -1.736, 0.245], [-0.073, -1.019, -2.330], [1.670, -1.964, 0.579], [0.807, -2.699, -0.758], [-1.174, 1.631, 0.972], [-0.381, 1.124, 2.218], [-1.246, 0.458, 0.103], [-2.169, 1.935, 1.298], [-0.689, 2.438, 0.425], [-1.153, 0.968, 2.975], [-1.659, 0.686, -0.731], [0.305, 1.895, 2.554], [0.031, 0.131, 2.067]]}

***

{"formula": "C4H12O2S", "method": "the ωB97M-V functional and the def2-TZVPD basis", "de_lowest_ev": 1.3723, "e_homo_ev": -9.15, "orbital_gap_ev": 9.836, "energy_ha": -708.20846, "lumo_energy_ev": 0.68, "species": ["O", "C", "C", "C", "C", "S", "H", "H", "H", "H", "H", "H", "H", "H", "H", "H", "O", "H", "H"], "positions_angstrom": [[-2.282, -1.939, 0.412], [-2.050, -0.643, 0.939], [-1.440, 0.450, 0.097], [0.050, 0.398, -0.164], [0.396, 1.686, -0.834], [2.288, 1.965, -0.742], [-3.142, -1.830, -0.082], [-3.012, -0.327, 1.236], [-1.484, -0.841, 1.899], [-1.751, 1.472, 0.471], [-1.938, 0.349, -0.873], [0.329, -0.468, -0.685], [0.574, 0.269, 0.796], [0.066, 1.569, -1.814], [-0.043, 2.496, -0.302], [2.238, 0.905, -1.711], [0.707, -3.130, 0.998], [1.394, -3.633, 0.392], [1.034, -2.195, 1.026]]}

***

{"formula": "C4H12O3", "method": "the ωB97M-V functional and the def2-TZVPD basis", "de_lowest_ev": 3.4092, "e_homo_ev": -8.26, "orbital_gap_ev": 8.373, "energy_ha": -385.19647, "lumo_energy_ev": 0.11, "species": ["C", "C", "C", "C", "O", "H", "H", "H", "H", "H", "H", "H", "H", "O", "H", "H", "O", "H", "H"], "positions_angstrom": [[-1.954, 1.963, -0.322], [-1.815, 0.773, 0.705], [-0.633, 0.240, 0.842], [-0.340, -1.297, 0.907], [0.516, 0.954, 1.394], [-2.783, 2.590, 0.050], [-2.391, 1.538, -1.340], [-0.973, 2.479, -0.379], [-2.752, 0.608, 1.311], [0.111, -1.709, -0.037], [-1.243, -1.836, 1.128], [0.366, -1.527, 1.741], [0.168, 1.212, 2.245], [2.404, 0.612, -0.835], [2.958, 0.469, -0.056], [1.507, 0.503, -0.474], [2.262, -2.671, -1.892], [2.478, -1.803, -2.178], [2.114, -3.099, -2.808]]}

***

{"formula": "C4H12O3", "method": "the ωB97M-V functional and the def2-TZVPD basis", "de_lowest_ev": 2.3526, "e_homo_ev": -8.74, "orbital_gap_ev": 9.346, "energy_ha": -385.23530, "lumo_energy_ev": 0.60, "species": ["C", "C", "C", "C", "O", "H", "H", "H", "H", "H", "H", "H", "H", "O", "H", "H", "O", "H", "H"], "positions_angstrom": [[2.794, -0.224, -1.261], [1.646, -0.951, -0.558], [0.505, -0.322, -0.229], [-0.006, -0.338, 1.177], [-0.886, -1.450, 1.361], [2.737, 0.828, -1.011], [2.789, -0.530, -2.312], [3.700, -0.706, -0.907], [1.785, -1.834, 0.063], [-0.069, 0.255, -0.942], [0.823, -0.382, 1.899], [-0.490, 0.604, 1.472], [-1.218, -1.533, 2.259], [-1.191, 3.461, -0.310], [-1.079, 4.258, -0.829], [-1.808, 2.853, -0.720], [-3.569, -1.051, 0.108], [-2.605, -1.144, 0.091], [-3.858, -1.795, 0.649]]}

***

{"formula": "C4H12O3", "method": "the ωB97M-V functional and the def2-TZVPD basis", "de_lowest_ev": 0.4723, "e_homo_ev": -10.27, "orbital_gap_ev": 11.032, "energy_ha": -385.30440, "lumo_energy_ev": 0.76, "species": ["C", "C", "O", "C", "C", "O", "H", "H", "H", "H", "H", "H", "H", "H", "H", "H", "O", "H", "H"], "positions_angstrom": [[1.112, -1.557, 1.687], [0.364, -1.288, 0.376], [1.306, -1.118, -0.693], [-0.480, 0.003, 0.501], [-1.458, 0.221, -0.652], [-0.779, 0.629, -1.834], [1.386, -0.644, 2.201], [2.048, -2.038, 1.393], [0.586, -2.260, 2.328], [-0.208, -2.146, 0.015], [2.002, -0.462, -0.567], [-0.902, 0.116, 1.504], [0.262, 0.797, 0.411], [-1.994, -0.699, -0.865], [-2.137, 1.027, -0.384], [-0.168, -0.087, -2.058], [-0.383, 3.530, -0.983], [-0.807, 3.100, -1.737], [0.250, 2.877, -0.641]]}

***

{"formula": "C4H12O3", "method": "the ωB97M-V functional and the def2-TZVPD basis", "de_lowest_ev": 2.2165, "e_homo_ev": -9.81, "orbital_gap_ev": 10.268, "energy_ha": -385.24030, "lumo_energy_ev": 0.46, "species": ["C", "C", "C", "C", "O", "H", "H", "H", "H", "H", "H", "H", "H", "O", "H", "H", "O", "H", "H"], "positions_angstrom": [[-0.057, 1.105, 0.306], [-0.568, -0.190, -0.145], [0.218, -1.417, 0.285], [0.122, -2.660, -0.685], [1.044, -3.486, -0.949], [-0.630, 2.008, 0.793], [0.979, 1.157, 0.708], [-0.013, 1.767, -0.572], [-1.584, -0.321, 0.215], [-0.604, -0.114, -1.337], [1.327, -1.102, 0.315], [-0.233, -1.836, 1.211], [-0.997, -2.801, -1.095], [-0.583, 0.212, 3.528], [-0.344, 0.800, 4.235], [-0.471, 0.798, 2.783], [1.151, 1.872, -3.060], [1.028, 2.750, -3.480], [0.215, 1.459, -3.057]]}

***

{"formula": "C4H12O3", "method": "the ωB97M-V functional and the def2-TZVPD basis", "de_lowest_ev": 1.3203, "e_homo_ev": -10.31, "orbital_gap_ev": 11.005, "energy_ha": -385.27323, "lumo_energy_ev": 0.69, "species": ["O", "C", "C", "C", "C", "O", "H", "H", "H", "H", "H", "H", "H", "H", "H", "H", "O", "H", "H"], "positions_angstrom": [[-0.579, -1.415, -1.793], [-0.480, -0.873, -0.445], [-0.982, 0.525, -0.355], [-1.300, 1.184, 1.061], [-0.088, 1.166, 1.926], [0.328, -0.070, 2.559], [-0.844, -2.310, -1.723], [-1.071, -1.605, 0.109], [0.576, -0.906, -0.167], [-0.301, 1.277, -0.766], [-1.884, 0.698, -0.961], [-2.263, 0.774, 1.376], [-1.494, 2.204, 0.729], [-0.168, 1.944, 2.701], [0.772, 1.424, 1.300], [-0.430, -0.636, 2.415], [2.534, -0.197, -2.515], [2.638, -1.155, -2.624], [2.703, 0.013, -1.581]]}